The following is a quantum chemistry calculation of a 2-piece molecular cluster, C5H9O3 overall, from the Open Molecules 2025 dataset.

Cartesian coordinates (Å):
H -0.92 -0.06 0.87
H -1.18 1.17 -1.29
O 0.86 -1.42 -1.39
C 0.33 1.66 1.30
H 0.05 2.96 2.93
H 1.08 2.34 0.89
C -0.30 2.08 2.41
C -0.03 0.47 0.53
C -0.23 0.75 -1.00
H 0.16 -4.18 -1.46
H 0.71 1.22 -1.30
O -0.75 -0.72 -2.80
C 0.00 -0.64 -1.80
O 0.24 -3.97 -0.53
H 0.38 -3.03 -0.66
H -1.20 1.61 2.78
H 0.80 -0.24 0.54

total charge	-1
E_HOMO	-4.33	eV
frontier orbital gap	8.0	eV
energy above the lowest of the compared OMol25 structures with the same formula, charge and spin	0.654	eV

Need the Mulliken charges? In units of e they are: 0.272, 0.302, -0.820, -0.071, 0.249, 0.244, -0.809, -0.356, -0.566, 0.307, 0.198, -0.749, 0.550, -0.699, 0.420, 0.269, 0.258

The following is a quantum chemistry calculation of C5H9O3Ru as an isolated structure, from the Open Molecules 2025 dataset.

Cartesian coordinates (Å):
H 1.23 1.59 0.18
O -0.83 -0.99 0.30
C 0.36 1.55 -0.49
H 1.04 -0.78 0.71
H 0.47 3.63 -1.03
C -0.57 -1.71 1.61
H -1.35 -2.53 3.38
C 0.42 -0.83 -0.37
H 0.25 -2.44 1.59
Ru 1.02 -2.21 -2.92
H -2.49 -1.38 2.45
O 0.75 -1.89 -1.06
H 1.36 2.55 -2.13
H -0.42 2.63 -2.20
H -0.55 1.67 0.12
C -1.50 -1.82 2.56
O 0.34 0.31 -1.16
C 0.45 2.66 -1.53

spin multiplicity	6
total charge	0
E_HOMO (spin up / spin down)	-7.11 / -9.45	eV
frontier orbital gap (spin up / spin down)	7.8 / 8.1	eV

Need the Mulliken charges? In units of e they are: 0.297, -0.475, -0.180, 0.374, 0.380, 0.041, 0.235, 0.421, 0.252, 0.452, 0.271, -0.769, 0.300, 0.302, 0.253, -0.653, -0.283, -1.220

The following is a quantum chemistry calculation of a 2-piece molecular cluster, C5H9O3S overall, from the Open Molecules 2025 dataset.

Cartesian coordinates (Å):
O -3.59 1.13 1.31
H -1.97 0.93 -0.48
H 3.48 2.02 0.01
H 0.41 -0.99 -1.88
H -0.85 -0.62 0.88
C 1.19 -0.41 0.02
H 1.02 -2.28 -0.70
C 2.49 1.83 -0.12
H 2.06 -1.27 -1.83
O -4.12 0.25 -0.92
C 1.12 -1.37 -1.10
H 0.38 -1.54 1.64
H 0.25 0.39 1.80
H 1.95 2.67 -0.55
C 1.89 0.67 -0.07
C 0.22 -0.60 1.18
S -3.20 0.26 0.20
O -2.75 -1.07 0.62

total charge	-1
E_HOMO	-5.22	eV
frontier orbital gap	8.6	eV
energy above the lowest of the compared OMol25 structures with the same formula, charge and spin	2.018	eV

Need the Mulliken charges? In units of e they are: -0.618, 0.028, 0.319, 0.240, 0.008, 0.842, 0.397, -0.949, 0.309, -0.630, -1.180, 0.369, 0.272, 0.225, -0.011, -0.829, 0.865, -0.656

The following is a quantum chemistry calculation of C5H9O3Sc as an isolated structure, from the Open Molecules 2025 dataset.

Cartesian coordinates (Å):
C -3.44 -2.15 2.23
C 3.29 0.60 0.18
C 1.37 0.35 -1.51
H -4.39 -2.40 1.74
H 5.21 -0.33 0.01
Sc -0.19 -0.31 -0.14
H 3.53 1.61 -0.16
O 1.63 1.30 -2.20
O 1.92 0.38 -0.16
H -3.31 -0.35 0.94
H 3.85 -1.44 -0.29
H -3.72 -1.62 3.15
C 4.22 -0.42 -0.45
C -2.73 -1.20 1.36
H 4.32 -0.24 -1.53
H -2.85 -3.04 2.44
O -1.53 -1.28 1.10
H 3.32 0.54 1.27

total charge	+2
E_HOMO (spin up / spin down)	-17.72 / -17.72	eV
frontier orbital gap (spin up / spin down)	6.8 / 6.8	eV
energy above the lowest of the compared OMol25 structures with the same formula, charge and spin	0.402	eV

Need the Mulliken charges? In units of e they are: -0.941, -0.120, 0.506, 0.355, 0.362, 1.458, 0.286, -0.354, -0.220, 0.345, 0.310, 0.344, -1.098, 0.362, 0.357, 0.309, -0.559, 0.299

The following is a quantum chemistry calculation of C5H9O3Tl as an isolated structure, from the Open Molecules 2025 dataset.

Cartesian coordinates (Å):
C 0.58 0.06 -0.71
O 0.93 -0.88 0.01
H -1.43 -0.37 -1.37
C -0.29 -1.90 3.70
Tl 0.87 -3.57 0.38
C -0.82 0.50 -1.13
H -1.24 0.99 -0.26
H -0.27 -0.74 3.85
C 0.88 1.98 -1.93
H -1.20 2.21 -2.51
H 0.69 -2.31 3.98
H 1.54 2.06 -2.79
O -0.57 -1.90 2.45
H -0.34 0.83 -3.22
C -0.50 1.40 -2.30
H -1.16 -2.23 4.33
O 1.47 0.95 -1.07
H 0.86 2.93 -1.39

total charge	+2
E_HOMO	-17.95	eV
frontier orbital gap	3.9	eV
energy above the lowest of the compared OMol25 structures with the same formula, charge and spin	4.463	eV

Need the Mulliken charges? In units of e they are: 0.526, -0.533, 0.337, -0.298, 0.937, -0.339, 0.298, 0.399, -0.421, 0.354, 0.322, 0.306, -0.039, 0.279, -0.514, 0.365, -0.286, 0.306

The following is a quantum chemistry calculation of a 2-piece molecular cluster, C5H9O5P overall, from the Open Molecules 2025 dataset.

Cartesian coordinates (Å):
O -2.20 -1.07 1.65
H -1.73 -0.70 -2.14
H -2.03 -1.44 -0.67
C -2.18 0.14 1.36
C -1.63 -0.58 -1.02
C 1.56 -1.01 1.09
O 3.80 -0.69 -0.41
H 0.99 -1.65 0.54
O -2.30 1.09 2.15
H -0.61 -0.65 -0.95
H 0.88 -0.32 1.73
C 1.49 0.40 -1.76
C -2.11 0.56 -0.21
H 1.87 2.19 -0.96
H -1.42 1.37 -0.18
H -3.21 0.75 -0.35
H 2.23 -1.53 1.62
O 1.36 1.63 -1.77
O 2.72 1.46 0.41
P 2.53 0.04 -0.12

total charge	-2
E_HOMO	-0.82	eV
frontier orbital gap	7.1	eV

Need the Mulliken charges? In units of e they are: -0.706, 0.291, 0.422, 0.485, -0.839, -1.130, -0.811, 0.364, -0.769, -0.094, 0.172, -0.486, -0.194, 0.347, 0.200, 0.235, 0.486, -0.121, -0.864, 1.013

The following is a quantum chemistry calculation of C5H9P as an isolated structure, from the Open Molecules 2025 dataset.

Cartesian coordinates (Å):
C 1.63 1.64 -0.33
C -1.37 -1.62 1.37
H -0.73 -2.56 1.11
H -0.93 0.41 2.30
C 0.44 0.67 -0.42
H -2.04 -1.32 0.57
C -0.65 0.73 -1.39
H 1.62 2.04 0.67
H 2.55 1.09 -0.55
P 0.00 -0.48 1.69
C 0.38 -0.04 -1.71
H -1.88 -1.88 2.30
H 0.89 -0.68 -2.38
H -1.35 1.45 -1.90
H 1.46 2.50 -1.07

total charge	0
E_HOMO	-7.57	eV
frontier orbital gap	8.6	eV
energy above the lowest of the compared OMol25 structures with the same formula, charge and spin	3.754	eV

Need the Mulliken charges? In units of e they are: -1.148, -0.818, 0.211, 0.000, 0.211, 0.278, -0.446, 0.360, 0.283, 0.021, -0.280, 0.340, 0.409, 0.273, 0.307

The following is a quantum chemistry calculation of C5HfO15Rb5 as an isolated structure, from the Open Molecules 2025 dataset.

Cartesian coordinates (Å):
O -0.99 -2.11 0.34
C 0.07 1.55 2.77
O -1.08 1.36 3.21
Rb 1.15 -3.85 2.64
Hf 0.53 -0.33 -0.38
Rb -3.74 -1.03 1.79
O 2.57 -1.22 -0.96
O 2.01 -2.22 0.52
C -2.72 1.20 -0.81
C 2.98 -1.45 0.14
O -3.12 1.15 -1.93
O -2.65 -2.92 -0.72
O 0.58 2.53 3.21
Rb 1.48 4.31 -0.42
C 0.65 1.67 -2.68
O -0.80 -1.94 -1.53
Rb 3.51 1.44 3.11
C -1.56 -2.35 -0.68
O 2.94 -0.32 0.66
O -0.19 2.56 -3.12
O 0.39 0.46 -2.82
Rb 1.59 -3.93 -1.99
O 0.39 1.17 1.63
O 1.03 1.67 -1.49
O -3.51 1.67 0.08
O -1.51 0.92 -0.58

total charge	-1
E_HOMO	-1.13	eV
frontier orbital gap	1.5	eV

Need the Mulliken charges? In units of e they are: -0.811, 0.356, -0.723, 0.708, 3.061, 0.929, -0.752, -0.831, 0.337, 0.434, -0.607, -0.846, -0.743, 0.978, 0.699, -0.842, 0.958, 0.786, -0.557, -0.679, -0.777, 0.863, -0.887, -0.766, -0.784, -0.504

Question: Which of these has the lowest total charge?
Answer: C5H9O5P

Question: Number 7 is which compound?
Answer: C5H9P

Question: Which value of total charge does entry 5 give?
Answer: +2